Entry 1:
Density functional theory data (the ωB97M-V functional and the def2-TZVPD basis) for a 11-piece molecular cluster, C75H177N11O19 overall in a non-equilibrium geometry.

Last column: Löwdin charge in e.
Element x y z (Å)
C -3.37830 2.98958 -4.88652  -0.012
C -3.13435 4.40117 -4.20531  -0.455
C -3.50257 5.59349 -5.19278  -0.027
C -4.12275 4.66021 -3.00902  -0.107
C -3.73945 3.83886 -1.71234  -0.194
C -2.33851 4.14292 -1.25112  -0.119
C -1.24515 4.04147 -2.45210  -0.397
C -0.04435 4.95931 -2.05740  -0.053
C -0.59264 2.60478 -2.54271  -0.022
N -1.73455 4.53788 -3.78131  -0.136
O -0.85196 4.61592 -4.85932  -0.007
H -3.09796 2.19461 -4.19548  0.052
H -4.43837 2.90865 -5.12697  0.081
H -2.80385 2.87474 -5.80572  0.056
H -3.22129 5.13607 -6.14133  0.070
H -4.56883 5.81470 -5.14534  0.076
H -2.95990 6.51159 -4.96764  0.080
H -4.13269 5.71732 -2.74346  0.119
H -5.05225 4.10853 -3.14959  0.112
H -4.48088 4.01969 -0.93409  0.096
H -3.67648 2.76655 -1.89755  0.107
H -2.07560 3.50588 -0.40663  0.106
H -2.31707 5.17954 -0.91486  0.107
H 0.70443 4.95101 -2.84947  0.070
H 0.34144 4.79602 -1.05112  0.063
H -0.48460 5.95644 -2.05324  0.082
H 0.27521 2.66173 -3.19975  0.064
H -1.28499 1.98395 -3.11133  0.043
H -0.60950 2.01974 -1.62317  0.079
H -0.77678 5.56784 -4.95838  0.098
C -5.70315 -0.12097 1.39808  -0.017
C -5.13437 1.04508 2.29394  -0.480
C -5.34313 2.37657 1.59841  -0.032
C -6.06573 0.97222 3.54650  -0.139
C -5.65888 2.01547 4.59982  -0.145
C -4.20665 1.53116 4.96487  -0.132
C -3.17533 1.43650 3.83896  -0.439
C -2.67612 2.88197 3.45312  -0.015
C -1.90607 0.60616 4.22942  -0.011
N -3.78546 0.76958 2.66941  -0.114
O -3.01223 0.75613 1.51918  -0.019
H -5.80221 -1.09471 1.87777  0.050
H -6.71622 0.12624 1.08078  0.087
H -5.06650 -0.32056 0.53614  0.065
H -6.06266 3.05542 2.05616  0.083
H -4.55310 3.02006 1.21127  0.068
H -5.85151 2.19189 0.65207  0.075
H -7.06273 1.33504 3.29657  0.116
H -6.17175 -0.02283 3.97862  0.108
H -5.60057 3.04877 4.25778  0.097
H -6.23176 1.97630 5.52631  0.106
H -4.32726 0.54121 5.40483  0.093
H -3.71775 2.02462 5.80486  0.117
H -2.00461 3.29615 4.20520  0.066
H -3.53497 3.53922 3.31711  0.069
H -2.16779 2.88453 2.48892  0.066
H -1.10855 0.77381 3.50557  0.058
H -2.16084 -0.44671 4.35055  0.068
H -1.43465 0.80769 5.19132  0.091
H -2.61634 -0.10813 1.65302  0.046
C -1.60291 -5.85916 -2.64082  -0.065
C -1.70386 -4.65967 -1.80924  -0.481
C -2.34854 -5.05256 -0.47528  -0.011
C -0.23873 -4.29004 -1.51303  -0.137
C -0.01283 -2.86937 -1.14322  -0.197
C -0.60078 -1.94490 -2.11024  -0.143
C -2.13826 -2.12664 -2.22408  -0.477
C -2.87200 -1.70493 -0.95652  -0.022
C -2.63906 -1.23371 -3.42356  0.000
N -2.37971 -3.51310 -2.50743  -0.090
O -3.73873 -3.74793 -2.68743  -0.002
H -1.15608 -5.65453 -3.61374  0.096
H -1.01683 -6.68304 -2.23361  0.096
H -2.55660 -6.33293 -2.87343  0.083
H -2.21426 -6.12573 -0.33974  0.082
H -1.90429 -4.51783 0.36425  0.066
H -3.42000 -4.87134 -0.39023  0.058
H 0.12619 -4.91362 -0.69690  0.122
H 0.47859 -4.62052 -2.26426  0.121
H -0.47339 -2.64321 -0.18154  0.101
H 1.05230 -2.65683 -1.05144  0.108
H -0.23457 -2.01011 -3.13481  0.111
H -0.48354 -0.91815 -1.76361  0.106
H -2.74440 -2.36061 -0.09518  0.065
H -3.95844 -1.72330 -1.04262  0.077
H -2.67666 -0.71898 -0.53480  0.079
H -1.92075 -1.43039 -4.21945  0.065
H -2.65845 -0.15719 -3.25377  0.064
H -3.66557 -1.46543 -3.70758  0.082
H -4.02068 -3.96243 -1.79519  0.057
C -2.36632 -2.65621 2.79451  -0.082
O -1.72643 -1.59451 2.14792  -0.235
C -0.39468 -1.34971 2.47274  -0.230
C 0.30088 -0.29588 1.55776  -0.129
N 1.76153 -0.15980 1.85451  -0.054
C 2.45752 0.70380 0.89412  -0.145
C 2.47602 0.16161 -0.65170  -0.138
O 3.39185 0.88210 -1.54131  -0.208
C 2.86592 2.11052 -2.02346  -0.078
H -3.43812 -2.62963 2.59792  0.090
H -2.06047 -2.69269 3.84008  0.089
H -2.08733 -3.60994 2.34655  0.078
H 0.16394 -2.27383 2.32421  0.120
H -0.13242 -1.16025 3.51361  0.103
H -0.19863 0.67038 1.62801  0.106
H 0.17340 -0.69963 0.55335  0.089
H 1.95977 0.12020 2.80446  0.062
H 3.49744 0.85074 1.18581  0.097
H 2.08501 1.72310 0.99596  0.078
H 1.45988 0.13454 -1.04517  0.079
H 2.76998 -0.88591 -0.58542  0.102
H 3.65667 2.70138 -2.48573  0.080
H 2.56234 2.65891 -1.13171  0.081
H 2.07809 1.85919 -2.73356  0.062
C 3.31926 5.68620 -0.69874  -0.097
O 3.32404 5.10509 0.59084  -0.195
C 2.22803 5.43438 1.45046  -0.200
C 2.06047 4.38872 2.52183  -0.195
N 0.77909 4.33407 3.31812  -0.035
C 0.98516 4.47226 4.79522  -0.192
C 1.34998 5.94941 5.15853  -0.194
O 2.01498 6.10654 6.42778  -0.202
C 1.33353 5.71162 7.62376  -0.097
H 2.34263 5.57935 -1.17084  0.050
H 3.98275 5.13758 -1.36725  0.064
H 3.53828 6.75397 -0.69797  0.092
H 1.25704 5.48780 0.95810  0.114
H 2.49151 6.33216 2.00962  0.118
H 2.81862 4.49829 3.29726  0.107
H 2.19719 3.41231 2.05704  0.089
H 0.16692 3.54936 3.14616  0.069
H 1.73870 3.79953 5.20474  0.094
H -0.01918 4.40868 5.21399  0.102
H 0.45444 6.56040 5.04542  0.116
H 2.01435 6.39510 4.41821  0.105
H 1.04495 4.66107 7.58961  0.074
H 0.41458 6.29351 7.69473  0.084
H 1.99628 5.88537 8.47150  0.088
C -3.37279 -11.91019 -0.97329  -0.156
O -3.21902 -10.89719 -0.05414  -0.174
C -4.06658 -9.76920 -0.43246  -0.204
C -4.14611 -8.77661 0.69666  -0.210
N -5.29773 -7.87240 0.64333  -0.050
C -5.63924 -7.20928 -0.61720  -0.211
C -6.56969 -6.00271 -0.31321  -0.184
O -5.75970 -5.06263 0.49542  -0.234
C -6.55305 -3.87091 0.84462  -0.060
H -2.49691 -12.54121 -0.82244  0.092
H -3.30103 -11.60171 -2.01626  0.085
H -4.33872 -12.38305 -0.79588  0.091
H -5.07102 -10.04279 -0.75550  0.120
H -3.65340 -9.26777 -1.30764  0.117
H -3.21528 -8.20953 0.70478  0.101
H -4.12500 -9.22635 1.68933  0.117
H -5.16555 -7.14736 1.33394  0.093
H -6.32316 -7.85326 -1.17005  0.113
H -4.83251 -6.86216 -1.26280  0.105
H -7.48321 -6.43386 0.09630  0.118
H -6.88322 -5.53802 -1.24802  0.116
H -6.52279 -3.39062 -0.13338  0.081
H -6.07076 -3.16250 1.51816  0.055
H -7.58245 -4.11422 1.10776  0.089
C 12.20498 1.72465 -0.96325  -0.130
O 10.88395 1.41762 -0.66317  -0.206
C 10.59235 0.06134 -0.53262  -0.207
C 9.03928 -0.21098 -0.34552  -0.171
N 8.46348 0.29295 0.92606  -0.051
C 7.00616 0.22843 0.98748  -0.205
C 6.43786 1.01227 2.20459  -0.197
O 6.75570 2.41912 2.23632  -0.203
C 5.94419 3.39712 1.54192  -0.081
H 12.91750 1.60538 -0.14704  0.091
H 12.35650 2.75190 -1.29476  0.085
H 12.55424 1.27014 -1.89036  0.088
H 11.15094 -0.28284 0.33780  0.119
H 10.94405 -0.56760 -1.35044  0.115
H 8.99749 -1.30017 -0.35114  0.107
H 8.42914 0.09918 -1.19383  0.107
H 8.82804 1.21874 1.09959  0.095
H 6.59179 -0.77850 0.93760  0.108
H 6.53144 0.71878 0.13760  0.099
H 6.92089 0.56871 3.07524  0.115
H 5.38178 0.87079 2.43432  0.080
H 5.58472 3.04599 0.57466  0.077
H 6.38161 4.38596 1.40421  0.075
H 5.06578 3.47179 2.18294  0.068
C 8.74774 3.78602 -0.55453  -0.102
O 8.50986 4.78110 -1.52256  -0.185
C 7.13853 5.15514 -1.58642  -0.207
C 6.86435 6.05302 -2.80374  -0.171
N 5.50538 6.11753 -3.40302  -0.061
C 5.25239 4.96142 -4.28042  -0.207
C 3.94198 5.16113 -5.05036  -0.258
O 3.51750 3.99098 -5.68673  -0.186
C 2.45854 4.16083 -6.67635  -0.058
H 8.18409 2.87316 -0.74711  0.083
H 8.39818 4.19001 0.39557  0.076
H 9.78645 3.48189 -0.42531  0.078
H 6.98754 5.63415 -0.61902  0.115
H 6.54544 4.24066 -1.57685  0.106
H 7.58519 5.87180 -3.60103  0.114
H 7.04125 7.07967 -2.48313  0.114
H 5.54079 6.80419 -4.14285  0.099
H 5.23399 3.98828 -3.78976  0.109
H 6.01217 4.93750 -5.06162  0.116
H 4.03482 5.94569 -5.80132  0.118
H 3.14187 5.52244 -4.40431  0.112
H 1.85585 3.27023 -6.49833  0.061
H 2.78328 4.03487 -7.70920  0.083
H 1.85462 5.05658 -6.53134  0.084
C -2.12641 1.47270 -11.50618  -0.142
O -0.88668 2.01785 -11.26031  -0.191
C -0.05931 1.49957 -10.25911  -0.198
C -0.69739 1.79361 -8.84835  -0.180
N -0.03240 0.86408 -7.87726  -0.041
C -0.34523 1.20208 -6.43872  -0.168
C 0.20028 0.14693 -5.42934  -0.238
O 1.57868 0.28622 -5.27738  -0.205
C 2.17891 -0.67091 -4.36704  -0.060
H -2.82586 1.41514 -10.67218  0.073
H -2.05605 0.43429 -11.82997  0.087
H -2.65467 2.04248 -12.27064  0.091
H 0.85545 2.08522 -10.35043  0.119
H 0.18124 0.45504 -10.45709  0.121
H -1.78288 1.69607 -8.83112  0.099
H -0.55053 2.84885 -8.61813  0.108
H 0.95673 1.02020 -8.00890  0.093
H -1.41524 1.32439 -6.27071  0.092
H 0.05085 2.17867 -6.16034  0.084
H 0.15969 -0.76874 -6.01925  0.114
H -0.37484 -0.07798 -4.53115  0.080
H 1.82833 -0.39211 -3.37333  0.062
H 3.22840 -0.40246 -4.48788  0.096
H 2.04376 -1.71813 -4.63752  0.091
C -8.13810 -2.08076 7.12044  -0.120
O -7.04872 -2.81606 6.64838  -0.184
C -5.83733 -2.08627 6.63402  -0.227
C -4.67685 -2.73439 5.88867  -0.197
N -4.52309 -4.03991 6.49956  -0.080
C -3.60185 -4.94307 5.88123  -0.216
C -3.64408 -6.34659 6.46293  -0.200
O -2.53039 -7.12951 6.02355  -0.162
C -2.85971 -7.91973 4.91359  -0.143
H -7.98364 -1.82245 8.16807  0.088
H -9.09120 -2.60914 7.09801  0.088
H -8.32756 -1.18356 6.53118  0.085
H -5.64756 -1.96055 7.69999  0.126
H -5.91479 -1.06141 6.27103  0.097
H -3.75785 -2.21465 6.15961  0.120
H -4.82482 -2.73033 4.80877  0.108
H -5.45225 -4.38533 6.69308  0.106
H -2.61836 -4.49151 6.01140  0.121
H -3.72993 -4.87036 4.80122  0.108
H -4.61198 -6.84602 6.41992  0.122
H -3.45920 -6.33679 7.53709  0.125
H -2.93143 -7.43233 3.94128  0.071
H -3.83477 -8.39759 5.00847  0.082
H -2.18699 -8.71247 4.58630  0.086
C 3.22359 1.21824 4.93435  -0.101
O 2.27258 0.25762 4.57448  -0.218
C 2.61584 -1.10143 5.01659  -0.163
C 3.68016 -1.80550 4.24314  -0.244
N 3.10619 -2.44945 3.10953  -0.052
C 4.17752 -3.09181 2.36696  -0.211
C 3.61931 -3.86386 1.15000  -0.143
O 4.64156 -4.66136 0.37259  -0.188
C 4.12327 -5.67946 -0.44317  -0.152
H 2.95975 2.17069 4.47465  0.064
H 4.22782 1.02255 4.55842  0.083
H 3.13813 1.49993 5.98385  0.097
H 1.72864 -1.73465 5.01667  0.122
H 2.97275 -1.10875 6.04647  0.119
H 4.14869 -2.53766 4.90081  0.131
H 4.43509 -1.11729 3.86295  0.108
H 2.67820 -1.69213 2.59631  0.059
H 4.83706 -3.80431 2.86239  0.126
H 4.91157 -2.37933 1.99062  0.099
H 3.09539 -3.24502 0.42155  0.098
H 2.88947 -4.49726 1.65421  0.112
H 4.92592 -6.11308 -1.03968  0.085
H 3.31530 -5.44644 -1.13669  0.071
H 3.69430 -6.51642 0.10782  0.078

- Kohn-Sham gap (eV) = 8.55
- lowest unoccupied orbital energy (Ha) = 0.0173

Entry 2:
Density functional theory data (the ωB97M-V functional and the def2-TZVPD basis) for C4H7NS as an isolated structure in a non-equilibrium geometry.

Last column: natural (NBO) charge in e.
Element x y z (Å)
C 1.09336 0.55641 -1.24018  0.091
C 1.22014 0.49393 0.25250  -0.495
C -0.18201 1.12594 0.17588  -0.194
C -1.39291 -1.45399 0.44179  -0.735
N -0.11413 0.91550 -1.42544  -0.366
S -1.59628 0.25232 0.95715  0.196
H 1.82834 0.45696 -1.99066  0.176
H 1.20686 -0.42499 0.65901  0.212
H 2.12054 1.07938 0.59445  0.219
H -0.14361 2.17474 0.36242  0.228
H -1.85004 -1.70295 -0.51188  0.226
H -1.85949 -1.98872 1.25788  0.232
H -0.33078 -1.48452 0.46707  0.210

- Kohn-Sham gap (eV) = 9.63
- lowest unoccupied orbital energy (Ha) = 0.0356